No. 1
{
  "formula": "C30H58Br19NOP2",
  "method": "ωB97M-V/def2-TZVPD",
  "species": ["Br", "Br", "Br", "Br", "Br", "Br", "Br", "Br", "Br", "Br", "Br", "Br", "Br", "Br", "Br", "Br", "Br", "Br", "Br", "P", "P", "O", "N", "C", "C", "C", "C", "C", "C", "C", "C", "C", "C", "C", "C", "C", "C", "C", "C", "C", "C", "C", "C", "C", "C", "C", "C", "C", "C", "C", "C", "C", "C", "H", "H", "H", "H", "H", "H", "H", "H", "H", "H", "H", "H", "H", "H", "H", "H", "H", "H", "H", "H", "H", "H", "H", "H", "H", "H", "H", "H", "H", "H", "H", "H", "H", "H", "H", "H", "H", "H", "H", "H", "H", "H", "H", "H", "H", "H", "H", "H", "H", "H", "H", "H", "H", "H", "H", "H", "H", "H"],
  "xyz": [[-3.989, 2.739, 0.468], [7.971, -0.535, -1.617], [2.436, 6.354, -8.855], [1.840, -2.985, 2.428], [-3.904, 5.654, 7.958], [-6.770, 1.659, 6.251], [6.812, 1.249, -5.541], [0.397, 0.990, -3.707], [-7.278, -1.925, 5.541], [-2.056, -5.169, 4.256], [3.647, 2.549, -4.473], [6.854, 2.526, 0.110], [-8.247, 0.274, 1.621], [-4.768, 4.938, 4.442], [4.515, 1.747, -8.382], [5.794, 5.097, -9.723], [-0.764, 4.319, -0.422], [-3.000, -6.306, 7.645], [-5.016, 0.087, -0.174], [0.527, -3.750, -1.897], [1.166, -3.286, 0.197], [-1.070, -4.366, -1.873], [0.411, -2.288, -2.821], [-5.496, 1.074, 1.444], [-1.602, -3.774, 1.663], [0.572, -5.019, 0.710], [2.624, -0.407, -1.333], [9.017, 0.935, -0.883], [-1.593, -6.305, 1.315], [-3.770, -2.524, 2.580], [4.870, -1.132, -0.344], [3.294, -1.386, -0.261], [-2.997, -3.808, 2.132], [-1.550, -6.903, 6.487], [-3.694, -5.138, 2.184], [-5.087, 6.613, 6.744], [-5.761, -1.018, 6.359], [1.869, 3.341, -4.416], [8.433, 1.427, 0.416], [-0.905, -4.987, 1.257], [6.393, 1.235, -8.373], [1.057, 2.773, -3.282], [-0.929, -5.747, 5.744], [-6.429, 0.269, 2.322], [-2.988, -6.346, 1.766], [3.299, 6.197, -10.594], [-6.211, 0.096, 7.270], [-5.870, 5.663, 5.876], [4.114, 4.933, -10.690], [-2.551, 5.092, -0.340], [-3.333, 4.544, 0.828], [2.902, -2.903, -0.455], [6.698, 0.296, -7.236], [-0.075, -1.531, -2.334], [-3.321, -1.586, 2.170], [-1.963, -7.663, 5.828], [-5.122, -0.674, 5.547], [-4.748, -5.217, 2.548], [8.134, 0.622, 1.084], [3.889, 7.100, -10.738], [-1.633, -3.589, -1.677], [-2.752, 4.492, 1.747], [-1.111, -2.777, 1.638], [0.014, -6.048, 5.286], [-4.560, 1.250, 1.952], [-6.683, 6.185, 5.372], [10.013, 0.523, -0.724], [-3.503, -7.331, 1.807], [-3.658, -2.470, 3.705], [1.416, 3.179, -5.392], [1.253, -5.483, 1.475], [2.853, -3.085, -1.570], [4.399, 4.739, -11.724], [2.971, -0.601, -2.377], [-4.228, 5.141, 1.003], [-7.047, -0.182, 7.909], [-5.921, 2.011, 1.125], [2.886, 0.644, -1.033], [-4.866, -2.596, 2.355], [3.602, 4.061, -10.289], [9.066, 1.704, -1.650], [0.562, -5.647, -0.218], [-5.240, -1.789, 6.925], [-3.024, 4.900, -1.300], [1.520, -0.509, -1.187], [-2.391, 6.164, -0.226], [6.973, 2.155, -8.338], [1.299, -1.993, -3.220], [2.987, -0.963, 0.735], [2.483, 6.183, -11.316], [5.211, -0.945, -1.389], [-6.133, -0.773, 2.424], [5.438, -1.936, 0.190], [0.163, 3.372, -3.109], [-4.466, 7.301, 6.174], [9.138, 2.079, 0.931], [-6.274, 4.814, 6.424], [7.677, -0.164, -7.369], [-0.759, -4.875, 6.373], [0.279, -2.154, 0.272], [-6.505, 0.719, 3.312], [6.558, 0.743, -9.332], [1.617, 2.690, -2.353], [3.679, -3.624, -0.078], [-1.044, -7.230, 1.011], [-0.824, -7.365, 7.157], [2.036, 4.408, -4.270], [5.039, -0.185, 0.245], [-5.384, 0.441, 7.891], [5.951, -0.484, -7.111], [-5.755, 7.183, 7.389]],
  "atomic_forces_ev_per_a": [[3.138, 3.775, -1.602], [0.204, 0.146, -0.074], [0.074, 0.054, -0.029], [0.383, 0.553, 1.285], [0.025, 0.056, -0.087], [-0.071, -0.014, -0.003], [0.008, -0.101, -0.008], [-0.012, 0.087, -0.049], [0.080, 0.090, -0.099], [0.831, -0.331, 2.813], [-0.136, -0.005, -0.088], [-0.006, -0.093, 0.028], [0.054, -0.078, 0.018], [-0.022, -0.095, 0.027], [0.018, -0.005, 0.039], [-0.032, -0.007, 0.010], [-0.076, -0.021, -0.033], [-0.041, -0.054, -0.067], [-0.411, -0.544, 0.030], [-0.153, -1.329, -1.911], [-0.452, -0.591, -1.199], [1.004, 1.968, 0.290], [-0.606, -0.599, 1.123], [-1.718, -2.355, 1.228], [-1.500, -1.525, -0.276], [-0.797, -0.098, 0.208], [-0.001, -0.511, 1.567], [0.102, -0.306, -0.038], [-1.344, 2.587, 0.506], [0.704, -0.779, 0.710], [-1.020, 0.219, 0.924], [0.894, 1.132, -0.453], [-0.162, -2.069, -1.395], [0.187, 0.027, 0.288], [2.040, 0.844, -1.508], [-0.006, -0.049, 0.302], [-0.124, -0.287, 0.076], [0.343, 0.084, 0.107], [-0.024, 0.297, 0.035], [-1.412, -0.742, 0.180], [-0.191, -0.063, -0.234], [-0.333, 0.016, -0.089], [-0.084, 0.136, -0.295], [-0.200, -0.021, -0.027], [1.229, 1.426, -0.663], [-0.277, -0.033, 0.058], [0.201, 0.203, 0.004], [-0.080, 0.093, -0.256], [0.256, -0.007, -0.119], [0.191, 0.278, 0.142], [-0.150, -0.165, -0.258], [0.154, 0.589, -0.796], [0.230, 0.062, 0.167], [0.420, 0.091, -0.377], [-0.437, -0.837, 0.109], [0.018, 0.134, -0.008], [-0.050, 0.054, 0.104], [1.099, 0.195, -0.381], [0.036, 0.009, -0.130], [0.018, -0.126, 0.024], [-0.168, -0.799, -0.029], [0.037, 0.066, -0.124], [-0.326, -0.969, 0.093], [-0.037, -0.043, 0.082], [-0.344, -0.507, 0.455], [0.065, 0.016, 0.056], [-0.058, 0.056, 0.058], [0.405, 0.941, 0.011], [-0.211, 0.022, -1.039], [-0.019, -0.042, 0.121], [-0.573, 0.655, -0.772], [0.098, 0.078, 1.048], [-0.059, 0.062, 0.042], [-0.450, 0.123, 0.806], [0.084, 0.029, -0.042], [0.053, -0.054, -0.122], [-0.649, -0.436, 0.298], [-0.105, -0.921, -0.445], [1.095, 0.045, 0.030], [0.014, 0.112, 0.018], [-0.059, -0.010, 0.120], [0.070, 0.462, 0.763], [-0.018, 0.088, 0.010], [-0.009, -0.058, 0.127], [0.848, 0.240, -0.643], [-0.011, -0.066, 0.014], [-0.047, -0.082, 0.071], [-0.398, 0.013, 0.107], [0.110, -0.942, -0.788], [0.074, -0.055, 0.018], [-0.226, -0.453, 0.839], [-0.019, 0.104, -0.018], [-0.337, 0.594, -0.733], [0.087, -0.033, -0.029], [-0.074, -0.105, -0.022], [-0.002, -0.054, -0.070], [0.109, 0.077, 0.019], [-0.054, 0.056, -0.054], [0.018, -0.175, 0.079], [0.680, -0.312, 0.476], [0.056, 0.026, -0.070], [0.022, -0.020, 0.089], [0.024, 0.015, -0.115], [-0.993, 0.777, 0.079], [-0.654, 0.978, 0.295], [-0.046, 0.032, -0.034], [-0.069, -0.062, 0.049], [0.073, -0.836, -0.760], [-0.014, -0.052, -0.069], [0.008, 0.116, -0.065], [-0.018, -0.061, -0.078]],
  "lowdin_charge": [0.8225, 0.6557, 0.5969, 0.2373, 0.6032, 0.6302, 0.5851, 0.6700, 0.6165, 0.9607, 0.5808, 0.6100, 0.6123, 0.6045, 0.6061, 0.5967, 0.6474, 0.5860, 0.6113, 0.6764, 0.4122, -0.3600, -0.2346, -0.8946, -0.1175, -0.3810, -0.1293, -0.6827, -0.0633, -0.0736, -0.1310, -0.4562, -0.3523, -0.6977, -0.1817, -0.6975, -0.6907, -0.6807, -0.6894, -0.2830, -0.6870, -0.7047, -0.6338, -0.6903, -0.1500, -0.6979, -0.6765, -0.6940, -0.7000, -0.6805, -0.6373, -0.3749, -0.6830, -0.0196, 0.0687, 0.0497, 0.0435, 0.1126, 0.0524, 0.0496, 0.0388, 0.0432, 0.0652, 0.0601, -0.0226, 0.0604, 0.0567, 0.1022, 0.0756, 0.0526, 0.0676, 0.0409, 0.0590, 0.0730, 0.0543, 0.0527, -0.0328, 0.0842, 0.0712, 0.0180, 0.0510, 0.0544, 0.0604, 0.0536, 0.0303, 0.0568, 0.0401, -0.0012, 0.0868, 0.0568, 0.0249, 0.0153, 0.0754, 0.0099, 0.0499, 0.0556, 0.0180, 0.0575, 0.0485, -0.0010, 0.0132, 0.0592, 0.0399, 0.0958, 0.1124, 0.0532, 0.0598, 0.0591, 0.0606, 0.0533, 0.0581],
  "e_lumo_ev": 0.3,
  "total_charge": 0,
  "orbital_gap_ev": 7.61,
  "largest_force_ha_per_bohr": 0.1004,
  "total_energy_ev": -1384970.9511,
  "relative_energy_kcal_mol": 81.18
}

No. 2
{
  "formula": "C18H37OP3SeZr",
  "method": "ωB97M-V/def2-TZVPD",
  "species": ["Zr", "Se", "P", "P", "P", "O", "C", "C", "C", "C", "C", "C", "C", "C", "C", "C", "C", "C", "C", "C", "C", "C", "C", "C", "H", "H", "H", "H", "H", "H", "H", "H", "H", "H", "H", "H", "H", "H", "H", "H", "H", "H", "H", "H", "H", "H", "H", "H", "H", "H", "H", "H", "H", "H", "H", "H", "H", "H", "H", "H", "H"],
  "xyz": [[0.402, 0.606, 0.638], [-0.058, -1.084, -1.706], [-2.248, 0.337, 1.200], [2.916, 0.504, -0.142], [0.775, -1.683, 2.263], [1.593, 2.077, 3.406], [-1.694, 1.544, -4.546], [-0.294, -2.089, 3.703], [-2.870, 0.695, 2.892], [-0.910, -0.351, -3.334], [0.036, 2.474, -1.449], [0.636, -3.366, 1.488], [4.138, 1.010, 1.111], [2.407, -1.976, 3.040], [-2.002, -1.104, -3.765], [-3.205, -1.202, 0.883], [-0.613, 0.853, -3.969], [-3.257, 1.516, 0.215], [-2.844, 0.852, -4.958], [3.333, 1.625, -1.529], [-2.906, -0.519, -4.654], [3.597, -1.069, -0.748], [0.199, 2.653, -0.026], [1.135, 1.498, 2.488], [-3.809, 1.267, 2.893], [3.937, 0.525, 2.076], [-2.122, 1.290, 3.431], [-4.311, 1.194, 0.233], [0.390, 1.291, -3.970], [4.612, -0.870, -1.124], [-2.908, 1.558, -0.828], [-2.838, -1.740, -0.001], [-0.668, 2.856, 0.636], [3.240, 2.663, -1.188], [3.646, -1.784, 0.088], [1.198, 2.968, 0.358], [2.375, -2.895, 3.647], [-0.398, -3.533, 1.153], [5.121, 0.711, 0.719], [-0.976, 2.762, -1.889], [-3.649, 1.322, -5.520], [-3.117, -1.882, 1.740], [2.627, -1.132, 3.700], [-2.172, -2.037, -3.224], [3.174, -2.080, 2.264], [2.970, -1.468, -1.560], [4.087, 2.100, 1.224], [2.682, 1.446, -2.396], [-1.461, -1.267, -1.124], [1.318, -3.427, 0.630], [-1.602, 2.621, -4.605], [-3.774, -1.104, -4.966], [-3.034, -0.237, 3.450], [0.854, 2.793, -2.140], [-4.271, -0.986, 0.707], [-0.298, -1.239, 4.394], [-1.311, -2.310, 3.357], [0.910, -4.129, 2.242], [0.114, -2.968, 4.230], [4.376, 1.402, -1.790], [-3.176, 2.519, 0.657]],
  "atomic_forces_ev_per_a": [[-1.840, -3.892, -2.374], [-0.757, 0.133, 0.221], [-2.940, -0.504, 0.557], [2.150, -0.335, -0.662], [0.402, -2.669, 1.410], [-2.868, -3.667, -5.536], [0.079, -0.554, -0.427], [-0.416, 1.054, 0.104], [0.767, 0.244, 0.681], [-0.462, -0.221, -1.269], [-0.864, 4.519, 1.928], [-0.265, 0.494, -1.157], [-0.376, 0.145, 0.272], [0.324, 0.890, -0.121], [0.349, 0.395, 1.371], [0.528, -0.723, -0.326], [0.056, 0.677, 1.265], [0.639, 0.540, -0.482], [0.726, -0.665, 0.449], [-0.628, 0.161, 0.093], [-0.761, 0.185, -0.015], [-0.499, -0.448, 0.176], [-0.063, 1.021, -3.527], [4.077, 4.850, 8.339], [0.233, -0.186, -0.330], [0.306, 0.106, -0.224], [-0.294, -0.041, 0.152], [0.435, 0.099, 0.083], [-0.422, 0.113, 0.391], [-0.279, -0.074, 0.126], [-0.280, -0.006, 0.174], [-0.220, -0.031, 0.147], [0.018, -0.009, -0.386], [0.153, -0.094, -0.253], [0.053, 0.076, -0.451], [-0.283, -0.156, -0.321], [-0.150, 0.323, -0.315], [0.316, -0.114, 0.019], [-0.176, 0.168, 0.256], [1.088, -1.409, 0.645], [0.213, 0.018, 0.252], [-0.013, 0.139, -0.211], [0.336, -0.169, 0.019], [-0.380, -0.042, -0.760], [-0.002, 0.055, 0.319], [0.337, -0.033, 0.241], [0.218, -0.203, 0.114], [0.351, 0.032, 0.140], [1.163, -0.006, -0.282], [-0.208, -0.242, 0.158], [0.077, 0.029, -0.839], [0.314, 0.128, -0.060], [0.142, 0.237, -0.190], [-0.322, -1.213, 0.696], [0.428, 0.169, 0.217], [-0.237, -0.252, 0.086], [0.169, 0.071, 0.212], [-0.103, 0.571, -0.234], [-0.028, 0.326, -0.398], [-0.205, 0.167, -0.004], [-0.106, -0.176, -0.160]],
  "nbo_charge": [1.6032, 0.1982, 0.7010, 0.7377, 0.7626, -0.1877, -0.1662, -0.8940, -0.9055, -0.1462, -0.1417, -0.8771, -0.9169, -0.9041, -0.2354, -0.8873, -0.2558, -0.9034, -0.1571, -0.9026, -0.1328, -0.9057, -0.8729, 0.3851, 0.3051, 0.2583, 0.2460, 0.3019, 0.2324, 0.2981, 0.2431, 0.2311, 0.3244, 0.2584, 0.2617, 0.3291, 0.3001, 0.2551, 0.3027, 0.2998, 0.2821, 0.2708, 0.2526, 0.2368, 0.2496, 0.2631, 0.2701, 0.2514, 0.1572, 0.2528, 0.2500, 0.2737, 0.2815, 0.2871, 0.3006, 0.2584, 0.2516, 0.2988, 0.2989, 0.3038, 0.2666],
  "e_lumo_ev": -16.2,
  "total_charge": 4,
  "orbital_gap_ev": 3.97,
  "largest_force_ha_per_bohr": 0.2037,
  "total_energy_ev": -115760.3939
}

No. 3
{
  "formula": "C12H13AsF6NO6RuS4",
  "method": "ωB97M-V/def2-TZVPD",
  "species": ["Ru", "As", "S", "S", "S", "S", "F", "F", "F", "F", "F", "F", "O", "O", "O", "O", "O", "O", "N", "C", "C", "C", "C", "C", "C", "C", "C", "C", "C", "C", "C", "H", "H", "H", "H", "H", "H", "H", "H", "H", "H", "H", "H", "H"],
  "xyz": [[0.223, 0.047, -1.245], [0.133, -0.110, 2.685], [1.382, 3.267, -2.458], [0.248, -1.919, -2.662], [3.277, 1.461, -1.651], [-0.085, -1.236, 0.884], [1.266, 4.327, -0.043], [3.100, 0.292, 0.840], [-0.047, 5.323, -1.431], [2.069, 5.685, -1.510], [3.454, 2.415, 0.909], [1.509, 1.643, 0.393], [-3.876, -0.310, -1.384], [-1.796, 0.139, -1.990], [4.675, 1.233, -1.646], [1.210, 3.749, -3.777], [2.425, 0.395, -2.127], [0.428, 2.318, -1.935], [2.879, 2.903, -2.081], [2.844, 1.456, 0.221], [-1.142, -4.131, -2.210], [-2.761, -0.646, -1.739], [-3.576, -2.968, -1.655], [0.096, 1.844, 2.786], [-3.474, -4.345, -1.711], [1.713, -0.741, 3.659], [-2.240, -4.928, -1.970], [-1.391, -0.672, 3.785], [1.148, 4.753, -1.309], [-1.238, -2.730, -2.207], [-2.478, -2.147, -1.899], [1.554, -0.641, 4.736], [-2.304, -0.249, 3.362], [-4.349, -4.956, -1.557], [2.597, -0.176, 3.359], [1.085, 2.264, 2.614], [-0.592, 2.219, 2.025], [-1.469, -1.761, 3.751], [-0.177, -4.568, -2.410], [-2.139, -6.004, -1.998], [-4.512, -2.484, -1.419], [-0.251, 2.130, 3.779], [1.867, -1.796, 3.414], [-1.285, -0.344, 4.822]],
  "atomic_forces_ev_per_a": [[-1.734, -1.688, -2.415], [-0.197, 0.029, 1.088], [-0.113, 1.192, 0.651], [0.036, 2.054, 1.710], [0.318, 0.260, 2.172], [-0.013, 0.271, -1.365], [-0.003, -0.125, 0.024], [0.305, 0.050, -0.494], [0.006, -0.418, -0.336], [0.139, -0.160, -0.280], [0.048, -0.022, -0.354], [-0.191, 0.098, -0.208], [0.281, 0.355, -0.289], [3.056, 1.836, 0.970], [0.184, 0.232, -0.319], [0.139, 0.030, -0.279], [-0.793, -0.634, 0.057], [-0.777, -0.616, -0.004], [0.084, -0.265, -0.347], [0.372, -0.099, 0.049], [0.071, 0.320, -0.013], [-1.055, -2.103, 0.678], [0.122, -0.178, -0.073], [-0.001, -0.190, -0.257], [0.106, 0.025, -0.044], [-0.134, 0.040, -0.123], [-0.209, -0.069, -0.092], [0.151, 0.048, -0.210], [0.141, -0.008, 0.175], [-0.358, -0.436, 0.113], [-0.068, 0.423, 0.166], [-0.057, 0.085, -0.186], [0.159, -0.011, -0.046], [-0.062, -0.095, 0.089], [-0.169, -0.033, -0.026], [-0.086, -0.132, 0.017], [0.070, -0.049, 0.116], [0.099, 0.122, -0.050], [0.131, -0.157, -0.026], [0.023, -0.059, 0.011], [0.003, 0.019, -0.011], [-0.048, -0.190, -0.049], [-0.119, 0.215, -0.031], [0.147, 0.031, -0.160]],
  "nbo_charge": [1.0307, 1.4116, 2.2655, 0.1475, 2.2920, -0.4678, -0.3282, -0.3223, -0.3008, -0.3011, -0.3046, -0.3567, -0.6121, -0.6880, -0.8733, -0.8675, -0.9639, -0.9922, -1.1979, 0.7004, -0.2190, 0.7796, -0.1062, -0.9347, -0.2274, -0.9506, -0.1989, -0.9447, 0.7381, -0.1949, -0.1920, 0.2437, 0.2591, 0.2144, 0.2571, 0.2577, 0.2654, 0.2564, 0.2200, 0.2160, 0.2388, 0.2491, 0.2616, 0.2404],
  "e_lumo_ev": [-2.4, -1.9],
  "total_charge": 0,
  "orbital_gap_ev": [6.17, 6.69],
  "largest_force_ha_per_bohr": 0.0719,
  "total_energy_ev": -149493.4640,
  "s_squared": 0.88,
  "spin_multiplicity": 2,
  "relative_energy_kcal_mol": 59.85
}